15
Properties=species:S:1:pos:R:3:mulliken_spin:R:1 method="wB97M-V/def2-TZVPD" lumo_ev="0.20 / -1.47" spin_multiplicity=4 homo_lumo_gap_ev="7.80 / 7.73" charge=0 max_force_ha_per_bohr=0.115
O 1.79061 -1.43373 0.81376 0.02
C 1.35590 -1.66936 -0.48492 0.00
C 0.63907 -0.45452 -1.06537 0.00
O -0.29489 -0.00004 -0.07401 0.06
C -1.14989 1.04929 -0.47638 -0.01
Mg 0.58030 -0.34333 1.78381 0.16
H 0.66190 -2.53345 -0.53294 0.00
H 2.19350 -1.90574 -1.16881 0.00
H 0.09073 -0.70400 -1.98615 0.00
H 1.34426 0.36871 -1.26631 0.00
H -1.69833 1.55184 0.54070 0.00
H -1.82807 0.71354 -1.27091 0.00
Pt -0.98104 1.25169 3.36730 1.69
O -2.14830 2.20043 2.63534 1.08
H -0.55574 1.90867 -0.81510 0.00

=====

91
Properties=species:S:1:pos:R:3:mulliken_charge:R:1 method="wB97M-V/def2-TZVPD" lumo_ev=-1.23 spin_multiplicity=1 homo_lumo_gap_ev=3.74 charge=0 max_force_ha_per_bohr=0.074
Ga 12.98363 11.30229 15.76488 -1.95
O 12.22708 10.14786 17.15096 0.05
C 12.20103 8.73083 17.21601 2.47
C 12.16810 8.38315 18.70542 -0.20
C 11.50561 7.27399 19.13514 -0.61
C 11.97906 6.87209 20.39431 -0.73
C 13.03977 7.57142 20.79671 -0.51
S 13.36456 8.99060 19.89570 -0.07
C 13.59092 8.17270 16.60099 -0.13
C 13.73753 7.55090 15.41254 0.03
C 15.06900 7.22980 15.09820 -0.79
C 15.96052 7.53845 16.10579 -0.77
S 15.10749 8.29541 17.42926 -0.10
C 11.12264 8.12044 16.41460 -1.04
C 11.00175 6.80446 16.11263 -0.25
C 10.00116 6.52299 15.13800 -1.05
C 9.27692 7.56037 14.79218 -0.65
S 9.82052 9.03449 15.64698 -0.10
H 10.74960 6.69583 18.65553 0.56
H 11.59737 5.92305 20.78929 0.37
H 13.62245 7.45670 21.68880 0.43
H 12.89807 7.45092 14.67904 0.36
H 15.38091 6.94455 14.14652 0.50
H 17.02459 7.32538 16.14139 0.45
H 11.69319 6.05051 16.45743 0.63
H 9.88792 5.61328 14.63066 0.46
H 8.48555 7.61329 14.05102 0.60
C 16.57565 11.94782 12.26432 -1.33
Ge 14.85278 11.29032 12.83837 0.47
C 14.66796 9.51284 12.00483 -1.16
C 13.56912 12.49577 12.00581 -1.02
C 14.57430 10.97788 14.73358 0.22
H 16.67255 12.19439 11.20964 0.37
H 17.36763 11.19068 12.45070 0.35
H 16.68715 12.83334 12.86336 0.35
H 14.60467 9.50936 10.86189 0.33
H 13.70149 9.20410 12.32911 0.33
H 15.35036 8.77931 12.45426 0.20
H 12.74961 12.70121 12.79038 -0.01
H 13.21314 11.93551 11.15943 0.30
H 13.81527 13.48187 11.71753 0.58
H 15.38414 10.65189 15.37941 0.44
C 8.91035 11.44068 7.79543 -1.63
C 9.24555 10.74709 9.05536 0.79
C 9.26786 9.35110 9.12221 -0.99
C 9.25166 8.78393 10.37308 -0.19
C 9.51073 9.44692 11.56639 -0.40
C 9.78045 10.84030 11.46654 -0.01
N 9.96343 11.52905 12.68062 0.91
C 9.22832 12.56676 13.14226 1.08
C 7.89280 12.68097 12.56576 -0.85
C 7.04394 13.61347 13.11358 -0.56
C 7.50306 14.60189 14.00653 -0.82
C 8.75150 14.47360 14.60974 -0.74
C 9.64822 13.48501 14.19551 0.13
C 10.88475 13.27547 15.01917 0.65
O 11.38005 14.13896 15.72520 -0.89
O 11.49069 12.10768 14.72258 -0.19
C 9.63662 11.53941 10.21789 0.63
C 9.91255 12.96424 10.09974 -1.44
H 8.10894 12.17486 8.06467 0.36
H 8.42116 10.89475 6.96745 0.35
H 9.74254 12.05097 7.56634 0.37
H 9.22247 8.68400 8.24633 0.40
H 8.96199 7.68491 10.40943 0.26
H 9.27346 9.05209 12.55438 -0.03
H 10.72960 11.28232 13.28903 -0.08
H 7.59704 12.06425 11.77032 0.49
H 6.02733 13.71085 12.74659 0.40
H 6.79979 15.35931 14.36672 0.31
H 9.14403 15.25629 15.25961 0.34
H 10.80291 13.20488 10.66396 0.10
H 9.07116 13.44311 10.58017 0.42
H 9.99323 13.35570 9.13875 0.61
N 14.12654 13.94649 19.52470 -0.09
C 14.81364 14.35195 18.23158 -0.80
C 14.67551 13.22130 17.24755 -0.39
N 13.25316 12.79190 17.14983 0.29
C 12.61671 12.48643 18.45628 -0.28
C 12.63827 13.69142 19.39030 -0.93
H 14.35308 14.69977 20.22066 0.39
H 14.58344 13.07265 19.89411 0.39
H 15.92500 14.61570 18.33833 0.38
H 14.37474 15.29658 17.87073 0.35
H 15.36348 12.40203 17.55488 0.29
H 14.97145 13.51514 16.23821 0.36
H 12.61420 13.47685 16.68711 0.62
H 13.13161 11.56942 18.85679 0.23
H 11.55671 12.24669 18.11782 0.30
H 12.14292 13.54672 20.38432 0.34
H 12.28994 14.64830 18.98520 0.39

=====

62
Properties=species:S:1:pos:R:3:mulliken_charge:R:1 method="wB97M-V/def2-TZVPD" lumo_ev=-2.60 spin_multiplicity=1 homo_lumo_gap_ev=10.10 charge=+1 max_force_ha_per_bohr=0.013
C 2.06295 0.29584 2.60045 -0.47
C 3.30917 -0.40632 2.07374 -0.50
N 2.96049 -1.67438 1.40572 -0.21
C 2.43577 -1.59417 0.12772 -0.20
N 2.90844 -0.75628 -0.88449 0.02
C 2.18346 -0.89508 -1.99153 0.02
C 2.32246 -0.11485 -3.25074 -0.88
C 1.76634 1.32321 -3.10175 0.17
C 2.69535 2.36000 -3.70086 -0.65
F 3.74670 2.56601 -2.80220 -0.29
N 1.26309 -1.81252 -1.70425 0.07
C 1.38658 -2.26660 -0.40242 0.36
C 0.49040 -3.28860 0.21407 -1.42
C -1.00852 -3.00121 0.07672 -0.77
C -1.49895 -1.89527 1.00671 0.86
F -0.51579 -0.99338 1.27829 -0.09
F -1.86026 -2.44210 2.19102 -0.35
C -2.75454 -1.12434 0.49169 0.38
F -3.42965 -0.58756 1.51520 -0.29
F -3.53409 -2.06978 -0.09458 -0.31
C -2.48521 -0.00529 -0.57909 0.48
F -1.29178 -0.27056 -1.19144 -0.11
F -3.44568 -0.08153 -1.50805 -0.33
C -2.48823 1.50549 -0.14309 0.35
F -2.29739 2.18881 -1.29070 -0.30
F -3.70793 1.77226 0.34575 -0.27
C -1.42628 1.98016 0.89826 0.44
F -1.70998 1.37844 2.06499 -0.32
F -0.19766 1.58432 0.48072 -0.09
C -1.40015 3.52290 1.14462 0.74
F -1.25804 4.16398 -0.03640 -0.26
F -2.58050 3.85448 1.68211 -0.30
C -0.25014 3.99680 2.11534 0.53
F -0.75313 4.95507 2.90778 -0.29
F 0.15471 2.96074 2.88121 -0.21
C 1.00933 4.59081 1.41014 0.53
F 1.99365 4.69755 2.30072 -0.25
F 0.73336 5.79409 0.89453 -0.25
F 1.42421 3.78115 0.40848 -0.17
H 1.36356 -0.44195 2.99630 0.21
H 2.32324 0.98443 3.40416 0.52
H 1.55176 0.86783 1.82199 -0.20
H 3.86741 0.26112 1.40365 0.22
H 3.98888 -0.65322 2.88847 0.40
H 3.72484 -2.33701 1.45121 0.28
H 3.66962 -0.09913 -0.79435 0.31
H 3.37919 -0.07418 -3.51832 0.45
H 1.78840 -0.65354 -4.03542 0.35
H 1.67039 1.56936 -2.04300 -0.11
H 0.76534 1.40308 -3.52763 0.45
H 2.18724 3.30752 -3.88187 0.35
H 3.14821 2.01447 -4.63300 0.35
H 0.54739 -2.11949 -2.34410 0.38
H 0.78575 -3.37993 1.26233 0.40
H 0.67438 -4.26299 -0.24792 0.39
H -1.57219 -3.89583 0.33975 0.53
H -1.26556 -2.77468 -0.95901 0.37
C -5.51577 -4.60610 0.05298 0.16
Cl -6.79131 -5.19136 1.11750 -0.15
Cl -4.21739 -5.79738 -0.16511 -0.18
H -5.94417 -4.39183 -0.91846 0.28
H -5.08176 -3.72146 0.49544 -0.12

=====

15
Properties=species:S:1:pos:R:3:mulliken_charge:R:1 method="wB97M-V/def2-TZVPD" lumo_ev="-1.96 / 0.65" spin_multiplicity=1 homo_lumo_gap_ev="5.28 / 10.08" charge=0 max_force_ha_per_bohr=0.075
C -0.07392 -1.82239 1.03304 -0.23
N 1.17586 -2.07118 0.51020 -0.35
C -0.06412 1.51013 -0.59701 0.61
N 0.05678 2.45913 -1.60368 -0.45
O 0.52542 0.41057 -0.66720 -0.56
O 1.05985 -2.42844 -0.76421 -0.30
O -0.71927 0.97683 1.46410 -0.26
N -0.88408 1.89257 0.40383 -0.36
H 1.96267 -2.39549 -1.11909 0.37
H -1.50735 1.14355 1.99813 0.37
H 0.28744 2.07598 -2.50657 0.25
H -0.63507 3.19288 -1.60813 0.25
H -0.23678 -0.70025 0.78280 0.02
H -0.90057 -2.35574 0.55530 0.35
H -0.04686 -1.88814 2.11848 0.28

=====

38
Properties=species:S:1:pos:R:3:mulliken_charge:R:1 method="wB97M-V/def2-TZVPD" lumo_ev=2.78 spin_multiplicity=1 homo_lumo_gap_ev=7.36 charge=-1 max_force_ha_per_bohr=0.088
C -0.76398 1.56873 -0.58744 -0.54
C -1.85305 0.80852 -0.03590 -0.79
C -2.23065 -0.17515 -1.02749 -0.55
H -2.28258 0.93131 0.96003 0.45
C -1.33262 -0.04128 -2.14098 -0.87
C -0.46533 1.03779 -1.86230 -0.26
H 0.24562 1.46589 -2.54465 0.65
H -0.31860 2.45091 -0.14063 0.41
H -3.08088 -0.85304 -0.99258 0.66
H -1.34079 -0.63865 -3.04931 0.37
Y -0.46427 -1.17479 0.43917 0.87
Cl 0.92280 0.04066 2.12850 -0.55
C -0.87359 -2.56956 2.33862 -0.29
C -1.27765 -3.33482 1.19384 -0.55
C -2.45608 -2.71955 0.65823 -0.51
H -0.78574 -4.21989 0.80134 0.48
C -2.78728 -1.60609 1.48756 -0.27
C -1.78857 -1.47741 2.48329 -0.51
H -1.75898 -0.69544 3.24700 0.33
H 0.00679 -2.75000 2.95166 0.40
H -3.00914 -3.04609 -0.22123 0.43
H -3.69394 -1.00612 1.42402 0.45
O 4.22663 1.71778 -0.73740 -0.66
S 3.20201 1.26657 -1.63634 1.02
O 2.55634 2.24042 -2.48848 -0.64
N 2.12154 0.20793 -0.94826 -0.19
C 2.11445 -1.05028 -1.42041 1.11
O 1.29894 -1.93492 -0.98767 -0.96
C 3.14963 -1.22635 -2.46366 -0.28
C 3.55713 -2.33286 -3.23186 -0.37
C 4.58543 -2.18242 -4.17426 -0.51
C 5.19018 -0.94258 -4.37764 -0.43
C 4.79877 0.15303 -3.60843 -0.58
C 3.78805 -0.01920 -2.68204 0.12
H 3.13005 -3.31533 -3.04497 0.45
H 4.93528 -3.04565 -4.75524 0.33
H 5.97233 -0.84179 -5.12280 0.37
H 5.25667 1.11568 -3.73476 0.42

=====

15
Properties=species:S:1:pos:R:3:mulliken_charge:R:1 method="wB97M-V/def2-TZVPD" lumo_ev="-2.56 / -2.56" spin_multiplicity=1 homo_lumo_gap_ev="6.04 / 6.04" charge=0 max_force_ha_per_bohr=0.055
C -3.61900 0.49469 -0.26910 0.37
C -1.27207 1.22874 0.81702 -0.34
C -2.35584 0.75622 0.25562 -0.05
C -0.12757 0.30247 1.16042 -0.53
C -0.00895 -0.99026 0.20746 -0.41
C -0.11288 -0.56384 -1.29060 -0.88
N -4.69332 0.46515 -0.74002 -0.45
S -1.39761 -2.10920 0.48771 -0.10
H -1.23946 2.32676 0.93770 0.37
H 0.85572 0.70497 1.33102 0.47
H -0.43230 -0.09071 2.19374 0.27
H 0.81943 -1.57217 0.55722 0.43
H -0.18203 -1.39315 -1.95730 0.37
H 0.62821 0.23741 -1.52756 0.27
H -1.16263 -0.20292 -1.27438 0.22

=====

19
Properties=species:S:1:pos:R:3:mulliken_charge:R:1 method="wB97M-V/def2-TZVPD" lumo_ev=0.65 spin_multiplicity=1 smiles="CC(C)[C@H](N)C(=O)O" homo_lumo_gap_ev=10.15 charge=0 max_force_ha_per_bohr=0.052
C 0.63923 -1.61331 -0.27950 -2.07
C -0.11955 -0.34040 -0.68243 0.83
C 0.87476 0.63174 -1.47434 -1.34
C -0.94501 0.26461 0.55844 -0.38
N -1.69879 1.44111 0.11458 -0.65
C -0.13483 0.52328 1.80916 0.53
O 0.04839 1.65938 2.19841 -0.60
O 0.37173 -0.53126 2.44521 -0.49
H -0.03384 -2.38781 0.19972 0.35
H 1.14323 -2.05402 -1.12811 0.41
H 1.43872 -1.36843 0.39601 0.55
H -1.03241 -0.60818 -1.31348 0.35
H 0.67900 1.77528 -1.45241 0.31
H 1.94556 0.48849 -1.23563 0.35
H 0.90641 0.32570 -2.54594 0.37
H -1.51753 -0.60212 0.71737 0.47
H -1.67672 1.52850 -0.88889 0.32
H -1.17835 2.20796 0.58415 0.32
H 0.29000 -1.34052 1.97767 0.38

=====

46
Properties=species:S:1:pos:R:3:mulliken_charge:R:1 method="wB97M-V/def2-TZVPD" lumo_ev=2.63 spin_multiplicity=1 homo_lumo_gap_ev=6.81 charge=-1 max_force_ha_per_bohr=0.040
C 3.37385 -0.03540 0.78842 -1.22
C 2.54729 -0.55258 -0.46962 0.96
C 3.37706 -1.55803 -1.33970 -1.50
C 2.05554 0.71814 -1.23857 0.81
C 3.25156 1.49211 -1.93871 -1.73
C 0.95017 0.43576 -2.29436 -0.93
O -0.27633 -0.00688 -1.76282 -0.41
Al -1.08693 1.25844 -0.65789 0.05
C -0.41945 3.11626 -1.26863 -1.06
C -3.10593 1.31030 -0.86816 -0.76
C -3.93904 0.26878 -0.01732 -0.19
C -5.13507 -0.27128 -0.87112 -0.37
F -4.81440 -1.59032 -1.25384 -0.33
P -0.29074 0.76151 1.50863 0.41
O 0.50439 2.19488 2.07358 -0.59
Br -1.96361 0.39984 2.98943 -0.42
H 4.34505 -0.56036 0.88681 0.34
H 2.77432 -0.22078 1.70777 0.20
H 3.50514 1.06840 0.73277 0.26
H 1.64499 -1.03494 -0.03903 0.41
H 2.84910 -2.53322 -1.36546 0.30
H 3.53711 -1.13238 -2.34755 0.37
H 4.38351 -1.71634 -0.89608 0.35
H 1.70096 1.42585 -0.45227 -0.34
H 4.14067 0.85362 -2.10328 0.41
H 2.94109 1.95049 -2.89777 0.41
H 3.57376 2.30824 -1.25420 0.36
H 0.78947 1.28503 -3.00408 0.33
H 1.33924 -0.40217 -2.93555 0.26
H -0.74824 3.89084 -0.54122 0.33
H 0.66942 3.15122 -1.47078 0.29
H -0.93951 3.32582 -2.23333 0.22
H -3.35340 1.13840 -1.94123 0.29
H -3.46466 2.33858 -0.62826 0.30
H -3.33622 -0.57833 0.36602 0.15
H -4.39882 0.84015 0.82090 0.22
H -5.34230 0.33528 -1.77400 0.27
H -6.07736 -0.29662 -0.28130 0.24
H 1.42863 1.95985 1.95828 0.33
C -1.62244 -3.54708 3.93218 -0.65
N -0.19907 -3.70819 3.54120 0.91
O 0.63546 -3.15712 4.22242 -0.53
O 0.02672 -4.38651 2.56456 -0.53
H -1.67108 -2.92112 4.81694 0.29
H -2.14190 -3.07902 3.09959 0.23
H -2.01798 -4.53909 4.13661 0.28